[1]
105
Properties=species:S:1:pos:R:3:forces:R:3 method="wB97M-V/def2-TZVPD" charge=0 spin_multiplicity=2 s_squared=0.7800 gap_ev="5.036 / 4.978"
Re 0.0198 1.0712 0.3512 -0.26 -1.02 -0.21
I -4.1997 0.4403 6.9612 0.00 0.01 0.00
I -4.3943 2.9917 1.5261 0.01 0.00 0.03
P -1.2542 -0.9063 -0.5956 -0.10 0.15 -0.14
O -1.7935 1.2438 1.2913 0.04 -0.12 -0.07
O -2.3372 3.3087 -1.5507 -0.03 0.01 -0.09
O -1.0044 1.5164 -1.3306 0.32 1.01 -0.14
N 0.5603 0.5656 2.3943 0.03 0.45 0.09
N 0.1762 3.0386 1.3053 0.25 -0.02 -0.13
N 1.5892 0.9586 -0.3964 -0.15 -0.03 0.15
N 1.2845 -4.1331 -1.8295 -0.03 -0.04 -0.02
N 1.3187 -2.7265 -0.0691 0.24 0.04 0.23
C -0.1337 4.1894 0.6950 -0.09 0.04 0.06
C -2.2714 1.0922 2.5110 -0.02 0.10 0.05
C -1.6294 0.2908 3.4723 -0.01 0.01 -0.03
C 1.1002 3.5296 -2.2609 0.02 -0.02 0.02
C 0.8598 1.7536 3.2392 0.04 0.02 0.03
C -3.4600 1.7364 2.8961 0.03 0.00 -0.09
C -0.9807 -3.5181 -3.5586 0.02 0.02 0.01
C 0.7018 1.4677 -3.7488 0.00 0.00 0.00
C 4.3243 -0.4119 0.6443 0.13 0.01 0.02
C 5.1794 0.5437 -1.3707 0.01 -0.04 -0.05
C 4.5997 -1.8911 0.3247 0.00 0.07 0.00
C 0.9570 5.4324 2.4090 0.00 0.01 0.01
C -4.0126 1.5526 4.1519 0.01 -0.02 0.02
C 4.0131 0.4087 -0.6136 -0.07 -0.06 -0.04
C 2.8172 1.0014 -1.1040 0.04 0.10 0.04
C 0.2076 -3.6954 0.1190 -0.07 0.05 0.00
C -1.3607 -4.0913 1.9819 0.01 0.01 0.03
C -3.2348 1.0696 -1.5442 -0.05 0.06 0.09
C -5.2247 -0.8315 -1.7456 0.02 0.00 0.01
C 2.8511 1.6889 -2.3615 0.00 -0.05 -0.03
C -0.0110 -2.9071 -4.3354 0.00 -0.01 -0.01
C -2.1747 0.1242 4.7364 0.02 -0.03 -0.01
C 1.7134 2.4050 -3.0860 0.00 0.04 0.06
C -0.0883 -4.1865 -1.3129 -0.02 0.05 -0.03
C -3.2467 -2.7228 2.5336 0.00 0.02 0.01
C -2.4678 -3.8417 2.7789 0.00 0.01 -0.01
C -1.0470 -3.2201 -2.0834 -0.05 -0.03 -0.12
C -4.4818 1.4164 -2.0444 -0.03 -0.01 -0.01
C -2.8973 -1.8692 1.5001 0.03 0.02 0.05
C -0.9943 -3.2478 0.9314 0.00 -0.06 0.00
C -3.3701 0.7356 5.0701 -0.03 0.01 0.01
C 4.0510 1.7475 -3.0582 0.02 -0.01 -0.01
C 5.2179 1.1890 -2.5800 -0.02 -0.01 0.01
C -3.9797 -1.1728 -1.2349 -0.05 0.01 -0.08
C 3.3975 -0.3391 1.8347 0.00 -0.02 0.00
C -0.5861 -1.7829 -1.8653 0.09 -0.03 0.14
C -5.4862 0.4698 -2.1474 0.02 0.02 0.00
C -2.1676 2.1098 -1.4751 -0.11 -0.41 0.29
C 1.2282 4.2408 3.0616 -0.06 -0.01 0.04
C -0.3379 -0.3787 3.1151 -0.07 0.00 -0.02
C -1.7839 -2.1059 0.6931 0.06 0.07 0.12
C 0.7923 3.0571 2.4936 -0.05 -0.05 -0.04
C 0.8456 -1.7065 -2.3187 0.04 -0.02 0.01
C 1.6685 -2.7646 -1.4958 -0.03 -0.03 0.02
C 0.2366 5.4101 1.2262 -0.03 -0.02 -0.02
C -2.9563 -0.2339 -1.1036 0.12 -0.14 -0.10
C 0.9152 -2.0339 -3.7857 -0.01 0.01 0.02
H -4.1154 -2.5068 3.1433 0.00 0.00 0.01
H 1.0374 -1.7893 0.1954 -0.18 0.00 -0.17
H 6.0886 0.1039 -0.9793 0.00 0.01 0.01
H 0.6895 3.1420 -1.3419 0.00 0.04 -0.01
H 1.8547 4.2830 -2.0189 0.01 0.00 -0.01
H -0.0340 2.0697 -4.2870 0.00 -0.02 -0.01
H 0.0918 1.8126 4.0132 0.05 -0.01 0.06
H 2.2148 2.9014 -3.9196 -0.01 0.02 0.00
H 5.2123 -2.0021 -0.5689 0.00 -0.01 -0.01
H 0.6218 -4.5463 0.6651 0.03 -0.04 -0.08
H -4.6392 2.4415 -2.3559 0.00 0.01 0.01
H 1.2960 -0.7326 -2.1401 -0.02 0.04 -0.01
H 3.8942 -0.7664 2.7079 0.00 0.01 0.00
H 0.1575 0.8374 -3.0554 0.00 -0.03 0.05
H 2.5231 -0.9633 1.6364 -0.01 -0.01 -0.01
H -0.5027 -1.2295 2.4571 0.04 -0.04 0.00
H -3.5038 -0.9921 1.3161 0.00 0.00 -0.01
H 1.7472 4.2239 4.0106 0.00 0.01 0.00
H 4.0649 2.2646 -4.0087 -0.01 0.00 0.00
H -1.6755 -4.2199 -4.0046 0.00 0.00 0.00
H 0.2840 4.0070 -2.8051 0.00 0.00 -0.01
H 1.8204 1.6343 3.7449 0.02 0.00 -0.05
H -6.4567 0.7393 -2.5431 0.00 0.00 0.00
H 1.2845 6.3714 2.8354 0.00 0.00 0.00
H -0.7094 4.1072 -0.2205 0.00 -0.02 -0.02
H -5.9923 -1.5914 -1.8258 0.00 0.00 -0.01
H 1.2060 0.8245 -4.4722 0.01 0.00 -0.01
H -1.6615 -0.5019 5.4564 0.00 0.00 0.00
H 1.4368 0.0833 2.2486 -0.02 -0.07 0.02
H 3.1418 0.6975 2.0657 -0.03 0.00 -0.02
H 6.1407 1.2638 -3.1400 0.00 0.00 0.00
H 0.0277 -3.1200 -5.3985 0.00 0.00 0.00
H 0.1647 -0.7340 4.0194 -0.01 0.03 0.02
H -0.0333 6.3182 0.7074 0.00 0.01 0.01
H 3.6679 -2.4422 0.1905 0.03 0.03 0.03
H -4.9353 2.0526 4.4110 0.00 0.00 0.00
H 1.6871 -1.5978 -4.4085 0.02 0.00 0.00
H 1.3004 -4.2770 -2.8319 0.00 0.03 -0.01
H -3.8126 -2.2011 -0.9412 -0.01 0.02 0.04
H -0.7563 -4.9697 2.1762 0.00 0.00 -0.01
H -2.0680 -3.3923 -1.7319 0.02 -0.02 0.02
H 5.1401 -2.3424 1.1599 -0.02 -0.02 0.01
H -2.7187 -4.5214 3.5835 0.00 0.00 0.00
H -0.4563 -5.2157 -1.3275 -0.02 0.01 0.03
H 5.2735 0.0159 0.9811 -0.01 0.00 0.02
H 2.7430 -2.6187 -1.6402 -0.03 -0.04 -0.05



[2]
13
Properties=species:S:1:pos:R:3:forces:R:3 method="wB97M-V/def2-TZVPD" charge=0 spin_multiplicity=1 gap_ev=9.738
O 0.6010 -0.8461 1.1329 0.66 -0.02 -1.86
N -0.7735 1.0571 -1.3043 -2.28 -0.45 0.13
C 0.2572 0.9152 -0.3440 -2.72 -0.14 2.30
C 0.6976 0.5889 1.0246 -0.35 3.14 4.32
C -0.8899 -0.1479 -0.4799 -1.41 0.11 1.37
C -0.0576 -1.3544 -0.1464 -1.69 0.87 1.67
H -0.3614 0.6398 -2.1079 0.57 0.82 -1.51
H 1.0331 0.5870 -0.8273 4.56 -1.95 -2.96
H 0.1530 1.0702 1.9652 0.58 -1.06 -2.02
H -1.7563 -0.0860 0.2526 1.39 0.41 -0.80
H -0.7033 -2.1114 0.2816 -0.09 -0.35 -0.19
H 0.4655 -1.7903 -0.9622 1.53 -0.05 -0.34
H 1.7318 1.0488 1.1389 -0.74 -1.34 -0.13



[3]
115
Properties=species:S:1:pos:R:3:forces:R:3 method="wB97M-V/def2-TZVPD" charge=-1 spin_multiplicity=1 gap_ev=8.153
Pb 1.0308 -0.5703 0.0969 -0.79 -0.28 0.20
As 4.0063 -0.1737 -0.5134 0.75 0.51 -0.28
As 1.6136 2.2315 -0.9742 0.41 0.68 -0.04
Cl -2.9526 3.0311 4.9053 0.02 0.05 0.09
S 3.1386 -3.6391 2.1784 0.04 0.03 0.13
S -0.4408 -3.6635 1.7023 -0.71 0.30 0.11
S 1.9076 -4.4980 -0.2076 0.97 0.10 -1.02
Si -1.5684 0.5528 -2.5438 -0.07 0.08 -0.05
F 4.1561 -5.7424 -0.9466 -0.06 -0.08 -0.02
F 4.1636 -3.5948 -1.2062 0.04 -0.09 0.01
F 1.3946 -3.2162 4.1752 0.09 0.05 -0.01
F 3.0492 -4.8513 -2.5750 -0.06 0.02 -0.01
F 3.2148 -4.2109 4.7497 0.01 0.03 0.03
F 1.6869 -5.3063 3.6953 0.00 0.00 0.03
O 2.0534 1.0105 1.6894 -0.76 -0.11 0.28
O 2.4832 1.9626 3.6268 0.21 -0.17 0.06
O 1.0664 -5.5941 -0.5690 -0.08 0.03 0.20
O 1.5070 3.5410 5.2243 -0.11 0.14 0.24
O 4.5201 -3.8807 2.4693 0.06 0.02 -0.05
O 2.7299 -2.2842 1.9120 -0.10 0.03 0.01
O 1.5251 -3.1478 -0.5988 -0.14 -0.53 0.47
O -0.7029 -0.1222 -1.3910 0.15 -0.27 0.25
O -0.4992 4.3638 5.6210 -0.07 -0.01 -0.04
N 2.5988 -4.7178 1.1777 -0.35 0.15 -0.01
N -0.7255 1.0382 2.4458 0.02 0.13 0.04
N -1.9219 1.4256 2.9673 0.08 -0.13 -0.12
N -1.6412 -5.7915 2.7910 -0.08 -0.05 0.12
N -2.3781 -3.8898 3.5755 -0.11 0.04 0.11
C 2.2915 -4.1170 3.7899 -0.05 -0.10 -0.03
C 4.9519 4.3992 0.4388 0.02 -0.01 -0.04
C 5.0001 -0.3219 -2.2088 -0.23 -0.24 -0.01
C -4.4007 1.2467 2.8694 0.01 0.07 -0.07
C -3.0261 -0.5234 -3.0814 0.02 -0.01 0.14
C -1.7254 2.3393 3.9502 0.09 0.14 0.15
C -2.8181 -1.8966 -3.2471 0.06 0.02 0.05
C -2.5589 -6.2014 3.8419 0.06 -0.02 -0.05
C 1.3042 1.1801 -6.2112 0.01 -0.01 0.03
C -2.1251 4.6156 -1.6558 -0.01 0.02 -0.05
C 0.2065 1.7019 3.1053 -0.17 0.07 0.00
C 5.6719 2.1246 0.1897 0.01 -0.03 -0.05
C 0.2095 3.5691 5.0447 0.06 -0.03 0.01
C 0.5293 3.4351 0.1324 -0.09 -0.14 0.09
C -5.5230 0.6298 2.3367 0.00 -0.02 -0.04
C 3.4044 2.7136 -0.3435 0.01 -0.12 0.09
C -1.5069 -4.4472 2.7062 0.32 0.05 -0.28
C 5.9517 3.4420 0.5175 0.01 0.00 0.00
C 0.0384 1.7495 -6.2507 -0.01 0.03 -0.03
C 4.3990 1.7389 -0.2240 -0.15 -0.02 0.10
C -5.4059 -0.3932 1.4088 -0.04 0.03 -0.02
C -3.1288 0.8349 2.4698 -0.06 0.11 0.07
C -4.1405 -0.7856 1.0057 -0.02 -0.04 0.08
C -0.8364 1.5767 -5.1865 -0.06 -0.01 0.05
C -5.3667 -0.8823 -3.6169 -0.03 -0.01 -0.04
C -4.3184 -0.0351 -3.2782 0.04 0.04 -0.03
C 1.6860 1.5242 2.7817 0.23 0.08 -0.30
C -3.2383 -4.8699 4.2183 -0.04 0.06 -0.04
C 5.3367 -0.9262 0.6978 -0.19 -0.18 0.12
C 3.4003 -4.7036 -1.2948 0.02 0.15 0.06
C 1.6867 0.4333 -5.1054 0.00 -0.01 0.01
C 1.7272 3.3105 -2.6233 -0.16 -0.26 -0.11
C -2.2704 2.2061 -1.9412 0.13 0.02 -0.04
C 0.8057 0.2682 -4.0449 -0.04 0.02 -0.08
C -0.4703 0.8396 -4.0591 0.10 -0.05 0.12
C -5.1398 -2.2430 -3.7651 0.03 0.03 0.02
C -3.8582 -2.7497 -3.5837 -0.03 -0.02 -0.01
C -3.5760 3.3428 -0.2326 -0.03 0.04 0.00
C -3.2090 2.1860 -0.9040 -0.02 -0.01 -0.03
C -3.0244 4.5641 -0.6023 0.01 -0.03 0.00
C -0.3774 2.5669 4.0846 0.40 -0.01 -0.06
C -3.0149 -0.1726 1.5285 -0.09 -0.25 -0.05
C 3.6918 4.0324 -0.0048 -0.04 0.01 -0.04
C -1.7492 3.4473 -2.3089 -0.09 -0.02 -0.11
H -6.2866 -0.8581 0.9864 -0.01 -0.02 0.01
H -4.5099 1.0263 -3.1613 -0.03 -0.01 0.02
H 5.1514 5.4241 0.7255 0.00 0.01 -0.02
H -6.5006 0.9716 2.6529 0.00 -0.01 0.00
H -3.2922 5.4672 -0.0678 -0.02 0.01 -0.02
H -4.5404 2.0548 3.5633 -0.02 -0.11 -0.08
H -4.0064 -1.5643 0.2693 0.00 -0.06 -0.11
H -1.8238 2.0266 -5.2322 0.00 0.01 -0.02
H 1.9534 2.8341 4.6354 -0.01 -0.02 -0.12
H -1.6980 5.5650 -1.9577 0.00 0.00 0.00
H 6.4592 1.3865 0.2760 0.00 0.00 0.03
H -0.9160 -6.3831 2.4237 0.02 0.05 -0.06
H 2.6885 3.1192 -3.0981 0.01 -0.02 0.02
H -1.0330 3.5046 -3.1212 -0.06 0.03 0.04
H -6.3623 -0.4805 -3.7650 0.00 0.00 0.02
H 1.1013 -0.3185 -3.1820 0.03 -0.01 -0.01
H -0.2663 2.3273 -7.1153 -0.01 0.01 0.01
H 2.6689 -0.0232 -5.0681 0.00 0.00 -0.01
H 1.0341 3.5889 1.0844 0.02 0.00 -0.01
H 5.1275 -1.9803 0.8624 0.02 0.03 -0.05
H -2.0302 -6.6390 4.6920 0.02 0.03 0.00
H 5.2347 -0.4121 1.6525 0.02 -0.02 0.01
H 1.6394 4.3703 -2.3862 0.05 0.00 0.07
H -3.6745 -3.8114 -3.6971 0.01 0.01 0.00
H -2.0539 -0.4687 1.1720 0.45 -0.15 -0.11
H -2.6285 -2.9209 3.4818 0.09 0.04 -0.03
H -3.2758 -6.9302 3.4639 -0.01 -0.03 0.07
H 6.0568 -0.1184 -2.0409 -0.01 0.06 0.03
H 2.9117 4.7828 -0.0718 0.01 0.02 0.01
H 6.9454 3.7152 0.8502 -0.01 0.00 0.01
H -0.4370 2.9625 0.3133 0.01 0.03 -0.01
H -5.9574 -2.9070 -4.0187 0.00 0.00 -0.01
H -4.2597 -4.8144 3.8327 0.01 -0.03 -0.01
H 4.8839 -1.3283 -2.6112 0.02 0.01 0.00
H 6.3466 -0.8198 0.3060 -0.01 0.09 -0.04
H 0.9374 3.0206 -3.3144 0.10 0.02 0.00
H 0.3579 4.3901 -0.3598 0.09 -0.01 -0.02
H -3.2643 -4.7158 5.2966 -0.05 -0.03 0.00
H -1.8218 -2.2997 -3.0933 -0.04 -0.03 0.03
H -4.2905 3.2927 0.5811 0.01 -0.01 -0.01
H 4.5984 0.3963 -2.9231 -0.02 0.00 0.01
H -3.6548 1.2412 -0.6167 0.01 0.04 0.06
H 1.9877 1.3133 -7.0409 0.00 0.01 0.00



[4]
7
Properties=species:S:1:pos:R:3:forces:R:3 method="wB97M-V/def2-TZVPD" charge=0 spin_multiplicity=1 gap_ev=11.128
O 1.4639 1.1343 0.0607 -1.25 3.20 0.10
O -0.4598 -0.5628 -0.6622 0.84 -0.72 -0.93
O 2.3226 -0.9686 0.1706 0.39 -1.50 0.31
C -1.3894 -0.0591 -0.1423 -0.27 -1.43 3.82
C 1.8396 0.0702 0.1402 1.28 -1.55 -0.29
H -1.7334 -0.2398 0.9352 0.87 -0.48 -0.57
H -2.0435 0.6258 -0.5021 -1.87 2.47 -2.44



[5]
11
Properties=species:S:1:pos:R:3:forces:R:3 method="wB97M-V/def2-TZVPD" charge=0 spin_multiplicity=1 gap_ev=8.118
N -0.4084 -0.1782 0.6872 1.25 0.44 1.16
C -0.3522 1.5712 -1.0198 0.47 0.39 0.14
C 0.2811 0.8197 -0.0739 -2.21 -1.08 0.12
C 0.2779 -1.4937 0.5235 0.73 2.70 1.36
H 0.1484 -1.9024 -0.4675 -0.43 -0.72 -0.01
H -0.0788 1.5774 -2.0772 1.03 1.36 0.63
H -1.4082 -0.2344 0.7801 -0.08 0.41 -0.73
H 1.3169 -1.1668 0.6034 0.28 -0.61 -0.23
H -1.2080 2.1532 -0.6937 -1.12 -1.19 -0.54
H 0.1285 -2.0402 1.4487 -0.46 -0.84 -0.53
H 1.3028 0.8944 0.2891 0.55 -0.86 -1.37



[6]
31
Properties=species:S:1:pos:R:3:forces:R:3 method="wB97M-V/def2-TZVPD" charge=+1 spin_multiplicity=1 gap_ev=6.805
P -2.3471 0.7593 -0.8049 0.41 1.56 2.42
P 1.8676 -0.6164 0.8302 -1.59 3.27 1.77
N 2.1618 -1.5849 -0.4613 1.21 -6.24 -4.42
C -2.8001 -1.4971 0.4820 -0.90 -2.47 2.04
C 0.3491 0.4648 0.1049 2.77 1.29 -0.75
C -0.7653 -0.2944 -0.4974 -2.72 -1.53 -0.27
C 3.0701 0.7578 0.4159 0.32 -2.74 -5.81
C 2.3825 -2.5732 -1.0799 -0.12 4.22 2.05
C -3.4471 -0.1312 0.5319 2.91 -0.60 -3.40
C 0.0232 1.4030 1.2903 0.46 0.23 -0.70
C 1.0623 1.2583 -1.0300 -1.12 1.62 0.56
C 2.3990 1.8414 -0.4776 -1.68 -4.66 -0.59
C -1.2628 -1.4358 0.3995 -0.23 -2.01 1.24
H 2.9718 2.2193 -1.2305 2.02 0.35 -2.30
H -0.7859 2.0295 0.8466 0.92 0.43 0.58
H 2.8566 -3.3576 -1.6488 -0.47 -0.12 -0.06
H -3.0576 -2.0398 -0.3749 -1.09 -0.49 -1.57
H 0.9732 2.0045 1.7425 -2.66 -1.56 -1.01
H -0.5225 0.7528 1.9512 0.20 0.16 1.29
H -1.0236 -1.4252 1.4708 0.95 0.83 -0.20
H 2.2244 2.6632 0.0496 -1.16 3.35 2.69
H 3.3932 1.1021 1.2866 1.78 1.54 3.71
H -3.1865 -2.2557 1.3440 1.11 1.89 -1.60
H -0.8313 -2.4590 0.0892 -0.78 1.37 0.18
H -2.7607 -0.0101 -1.7992 -0.77 -1.35 -1.75
H -3.2559 0.3375 1.4174 0.04 1.38 2.49
H 1.1209 0.4801 -1.7758 0.79 0.29 -0.88
H 3.9686 0.2356 -0.2033 -1.87 1.25 1.75
H -0.7102 -0.7471 -1.5551 1.11 0.89 1.52
H 0.3509 2.1187 -1.4570 1.45 -1.88 0.98
H -4.4185 -0.0005 0.1431 -1.30 -0.25 0.02



Result set for energy relative to the best compared isomer or geometry (same formula, charge and spin): 3.077, 6.357, 1.615, 0.306, 2.938, 2.545 eV, one per record in the order listed.